Entry 1:
Computed, not measured: a cluster of 2 separate species, C3H8NO3 in total, with ωB97M-V/def2-TZVPD.

CARTESIAN COORDINATES (ANGSTROEM)
C (-0.646, -1.074, 0.073)
N (-0.289, 0.338, 0.072)
C (-1.208, 1.277, -0.653)
O (-2.404, 0.970, -0.629)
O (-0.542, 2.211, -1.176)
C (0.301, -1.883, 0.994)
H (-1.693, -1.160, 0.431)
H (-0.617, -1.445, -0.959)
H (0.411, 0.699, 0.684)
H (-0.165, -2.570, 1.686)
H (0.704, -1.086, 1.677)
H (1.100, -2.312, 0.425)
H (2.262, 1.479, -1.094)
H (0.875, 2.316, -0.907)
O (1.909, 2.241, -0.624)

As for the energy above the lowest of the compared OMol25 structures with the same formula, charge and spin: 0.779 eV. As for the charge: -1. The calculation puts the LUMO energy at 3.874 eV. Its spin multiplicity is 1.

These are the natural (NBO) partial charges, in e, on atoms 1 to 6: -0.203 -0.765 0.904 -0.745 -0.782 -0.622

---

Entry 2:
Computed, not measured: a structure of composition C34H23BClN2O6RuS2, with ωB97M-V/def2-TZVPD.

CARTESIAN COORDINATES (ANGSTROEM)
Ru (-0.575, 1.157, 1.084)
S (1.754, 1.371, 0.216)
C (1.975, 3.097, 0.502)
C (3.108, 3.721, -0.093)
N (4.037, 4.196, -0.591)
C (1.126, 3.825, 1.298)
S (-0.302, 3.253, 2.078)
C (1.419, 5.219, 1.517)
N (1.614, 6.338, 1.705)
O (-3.188, 0.223, 2.216)
C (-1.989, 0.408, 2.068)
C (2.083, -4.925, 2.502)
C (0.944, -5.071, 1.717)
C (0.075, -4.009, 1.540)
C (0.299, -2.754, 2.137)
C (1.469, -2.621, 2.909)
C (2.333, -3.689, 3.089)
C (-0.677, -1.699, 1.921)
C (-0.866, -0.502, 2.585)
C (-0.318, -0.169, 3.930)
C (0.825, 0.602, 4.144)
C (1.278, 0.855, 5.431)
C (0.598, 0.351, 6.532)
C (-0.547, -0.408, 6.333)
C (-0.998, -0.664, 5.045)
H (2.767, -5.754, 2.645)
H (0.730, -6.020, 1.235)
H (-0.810, -4.140, 0.925)
H (1.709, -1.671, 3.359)
H (3.224, -3.543, 3.690)
H (-1.403, -1.925, 1.143)
H (1.343, 1.012, 3.288)
H (2.166, 1.462, 5.570)
H (0.953, 0.556, 7.536)
H (-1.098, -0.800, 7.182)
H (-1.892, -1.256, 4.884)
O (-0.030, 0.056, -1.313)
B (0.896, 1.112, -1.611)
O (1.928, 0.591, -2.462)
C (1.732, -0.752, -2.467)
C (2.498, -1.723, -3.074)
C (2.045, -3.043, -2.983)
C (0.869, -3.357, -2.319)
C (0.095, -2.368, -1.708)
C (0.559, -1.075, -1.788)
H (3.413, -1.466, -3.593)
H (2.628, -3.837, -3.435)
H (0.547, -4.391, -2.266)
H (-0.826, -2.593, -1.184)
C (-3.844, 2.444, -3.212)
C (-2.783, 1.534, -3.762)
C (-3.018, 0.168, -3.881)
C (-2.043, -0.674, -4.384)
Cl (-2.386, -2.377, -4.537)
C (-0.806, -0.192, -4.768)
C (-0.559, 1.165, -4.651)
C (-1.534, 2.018, -4.157)
O (-1.218, 3.358, -4.106)
C (-1.138, 3.927, -2.801)
C (-0.762, 2.887, -1.768)
O (0.422, 2.384, -2.030)
O (-1.457, 2.623, -0.859)
H (-4.825, 1.977, -3.295)
H (-3.861, 3.390, -3.756)
H (-3.660, 2.656, -2.157)
H (-3.972, -0.241, -3.573)
H (-0.042, -0.869, -5.126)
H (0.407, 1.580, -4.908)
H (-2.082, 4.378, -2.498)
H (-0.360, 4.686, -2.841)

As for the energy above the lowest of the compared OMol25 structures with the same formula, charge and spin: 1.711 eV. The expectation value of S² is 0.825. As for the charge: -2. The calculation puts the LUMO energy (spin up / spin down) at 4.101 / 4.101 eV. Its spin multiplicity is 2.

These are the natural (NBO) partial charges, in e, on atoms 1 to 6: 0.175 -0.024 -0.377 0.294 -0.408 -0.270

---

Entry 3:
Computed, not measured: an isolated molecule of C3H3N3O2, with ωB97M-V/def2-TZVPD.

CARTESIAN COORDINATES (ANGSTROEM)
O (1.655, 2.458, -0.239)
C (0.762, 1.454, -0.471)
C (1.209, -0.043, -1.087)
N (0.510, -0.987, -0.464)
C (-0.483, -0.203, 0.209)
N (-1.412, -0.897, 0.768)
O (-1.400, -2.205, 1.095)
N (-0.551, 1.029, -0.075)
H (2.114, -0.427, -1.632)
H (-2.347, -0.297, 0.763)
H (-0.561, -2.554, 0.511)

As for the energy above the lowest of the compared OMol25 structures with the same formula, charge and spin: 6.320 eV. The calculation puts the LUMO energy at -1.194 eV. As for the structure (SMILES): O=C1C=NC(NO)=N1. Its spin multiplicity is 1.

These are the natural (NBO) partial charges, in e, on atoms 1 to 6: -0.533 0.632 0.085 -0.518 0.535 -0.232

---

Entry 4:
Computed, not measured: a cluster of 3 separate species, C26H40F2N in total, with ωB97M-V/def2-TZVPD.

CARTESIAN COORDINATES (ANGSTROEM)
C (-6.709, -1.250, 0.949)
C (-6.609, -2.776, 0.908)
C (-5.470, -3.336, 0.046)
C (-4.101, -2.655, 0.194)
C (-3.802, -1.543, -0.834)
C (-2.894, -0.419, -0.307)
C (-3.642, 0.827, 0.164)
C (-2.767, 1.792, 0.981)
C (-1.836, 2.624, 0.096)
C (-0.606, 3.253, 0.756)
C (0.325, 2.263, 1.446)
C (1.780, 2.794, 1.581)
C (2.443, 1.867, 2.627)
N (1.270, 1.082, 3.204)
C (0.058, 1.913, 2.902)
H (-7.636, -0.920, 1.414)
H (-5.885, -0.829, 1.534)
H (-6.647, -0.810, -0.049)
H (-7.554, -3.176, 0.537)
H (-6.483, -3.139, 1.931)
H (-5.761, -3.332, -1.008)
H (-5.348, -4.385, 0.329)
H (-3.964, -2.270, 1.211)
H (-3.341, -3.429, 0.058)
H (-4.734, -1.125, -1.220)
H (-3.305, -2.003, -1.691)
H (-2.255, -0.798, 0.498)
H (-2.214, -0.132, -1.116)
H (-4.477, 0.523, 0.801)
H (-4.066, 1.360, -0.690)
H (-2.216, 1.172, 1.697)
H (-3.415, 2.467, 1.545)
H (-2.428, 3.429, -0.345)
H (-1.481, 2.001, -0.730)
H (-0.025, 3.723, -0.042)
H (-0.898, 4.047, 1.452)
H (0.380, 1.358, 0.828)
H (2.317, 2.792, 0.639)
H (1.702, 3.793, 2.012)
H (2.899, 2.419, 3.442)
H (3.118, 1.146, 2.178)
H (1.171, 0.199, 2.701)
H (1.363, 0.838, 4.188)
H (0.142, 2.831, 3.489)
H (-0.871, 1.425, 3.180)
F (0.384, -0.776, -0.631)
C (1.544, -1.294, -0.173)
C (1.489, -2.227, 0.845)
C (2.683, -2.744, 1.336)
C (3.897, -2.320, 0.811)
C (3.921, -1.380, -0.212)
C (2.736, -0.860, -0.715)
H (0.528, -2.563, 1.218)
H (2.661, -3.493, 2.116)
H (4.822, -2.733, 1.189)
H (4.864, -1.053, -0.630)
H (2.736, -0.134, -1.517)
F (7.457, -1.768, -3.929)
C (6.736, -0.633, -3.928)
C (7.391, 0.575, -4.070)
C (6.640, 1.741, -4.066)
C (5.260, 1.688, -3.919)
C (4.629, 0.460, -3.780)
C (5.366, -0.716, -3.785)
H (8.466, 0.593, -4.182)
H (7.136, 2.695, -4.183)
H (4.680, 2.601, -3.918)
H (3.553, 0.414, -3.673)
H (4.894, -1.685, -3.687)

As for the charge: +1. The calculation puts the LUMO energy at -2.937 eV. Its spin multiplicity is 1.

These are the natural (NBO) partial charges, in e, on atoms 1 to 6: -0.608 -0.393 -0.395 -0.401 -0.399 -0.394

---

Q: Which value of spin multiplicity does entry 3 give?
A: 1